1.
Below is a structure of composition C47H53GeN11O2SSi2Ti at a distorted geometry, with properties calculated with ωB97M-V with the def2-TZVPD basis set.

Its multiplicity is 1. The calculation puts the gap between HOMO and LUMO (spin up / spin down) at 0.16975 / 0.16971 Ha. The total charge is -2. The total energy is -6479.18908 Ha. The LUMO energy (spin up / spin down) comes out at 0.144 / 0.144 hartree. As for the HOMO energy (spin up / spin down): -0.707 / -0.706 eV.

CARTESIAN COORDINATES (ANGSTROEM)
Ti 0.9331 0.5370 -1.8454
C 2.5326 1.0299 -6.8765
Si 1.7220 0.7651 -5.1731
C 1.1842 -1.0612 -5.1780
C 0.1226 1.7881 -5.3031
C 2.5520 1.7206 -2.4856
C 0.7632 3.3102 -2.6038
C 0.1922 4.5639 -2.9240
C -1.1631 4.7140 -2.8386
C -1.9532 3.6130 -2.4552
C -1.3422 2.4372 -2.1271
N 0.0047 2.2625 -2.1418
Si 3.9506 1.9425 -1.1908
C 4.3803 0.4317 -0.1237
C 5.6699 2.4193 -1.8605
C 3.3825 3.4186 -0.1293
H 1.8357 0.7342 -7.6655
H 3.4510 0.4521 -6.9930
H 2.7914 2.0797 -7.0184
H 0.6030 -1.2643 -6.0811
H 0.5587 -1.3017 -4.3201
H 2.0383 -1.7416 -5.1685
H -0.3120 1.6161 -6.2903
H 0.2984 2.8597 -5.1982
H -0.6206 1.4885 -4.5642
H 0.8569 5.3513 -3.2440
H -1.6220 5.6578 -3.1032
H -3.0309 3.6814 -2.4253
H -1.9345 1.5615 -1.8913
H 4.9514 -0.3011 -0.6987
H 3.5085 -0.0740 0.2823
H 4.9943 0.7473 0.7226
H 6.0401 1.6453 -2.5337
H 6.3788 2.5313 -1.0360
H 5.6339 3.3527 -2.4233
H 2.2947 3.4906 -0.1035
H 3.7697 4.3505 -0.5478
H 3.7342 3.3291 0.8998
N 3.9068 0.0113 -3.5795
C 3.0917 1.1942 -3.8286
N 3.9545 2.1712 -4.4835
N 3.7710 3.4228 -4.2489
N 2.8736 3.9647 -3.4995
N 2.0423 3.0433 -2.8063
C 3.3605 -1.0268 -2.8918
N 3.8263 -2.2666 -2.8284
N 3.0035 -2.8995 -1.9727
N 2.0904 -2.1126 -1.5386
N 2.2792 -0.8880 -2.0989
H 4.5629 -0.2133 -4.3120
O -2.7232 -0.6715 -2.3544
C -1.6457 -1.0711 -1.9386
O -0.4932 -0.6348 -2.3580
C -1.5953 -2.1296 -0.8297
C -1.7231 -1.4059 0.5210
Ge -2.7378 -2.2286 2.0041
C -2.0921 -3.9330 2.7381
C -0.7217 -4.0850 2.9623
C -0.2321 -5.1796 3.6533
C -1.1024 -6.1483 4.1384
C -2.4680 -6.0083 3.9231
C -2.9561 -4.9083 3.2358
C -2.6166 -0.9164 3.4764
C -1.5594 -0.0110 3.5506
C -1.4695 0.8997 4.5917
C -2.4266 0.9048 5.5961
C -3.4712 -0.0115 5.5539
C -3.5617 -0.9105 4.5040
C -4.6371 -2.2968 1.4777
C -5.4022 -1.1365 1.6107
C -6.6971 -1.0709 1.1236
C -7.2560 -2.1674 0.4802
C -6.5078 -3.3268 0.3347
C -5.2118 -3.3868 0.8241
H -0.6539 -2.6781 -0.8855
H -2.4300 -2.8163 -0.9824
H -2.2917 -0.4842 0.3706
H -0.7403 -1.1281 0.8959
H -0.0311 -3.3314 2.5961
H 0.8340 -5.2738 3.8203
H -0.7207 -7.0022 4.6845
H -3.1523 -6.7586 4.3031
H -4.0251 -4.7968 3.0853
H -0.7887 -0.0062 2.7881
H -0.6525 1.6107 4.6088
H -2.3607 1.6193 6.4077
H -4.2217 -0.0131 6.3367
H -4.3872 -1.6155 4.4656
H -4.9656 -0.2731 2.1010
H -7.2717 -0.1591 1.2347
H -8.2637 -2.1133 0.0868
H -6.9368 -4.1821 -0.1742
H -4.6276 -4.2911 0.6895
N 0.9311 0.3729 0.0692
S 1.4432 1.1403 1.4591
C 1.9387 -0.9457 2.4170
C 2.1856 -0.7623 3.7662
C 2.6216 -1.8118 4.5683
C 2.8254 -3.0696 4.0134
C 2.5863 -3.2706 2.6621
C 2.1373 -2.2136 1.8656
C 0.2464 2.4813 1.4856
C 0.5408 3.5999 2.2791
C -0.3983 4.5984 2.4595
C -1.6671 4.4927 1.8950
C -1.9797 3.3725 1.1338
C -1.0345 2.3840 0.9241
H 1.2122 -0.6107 0.1556
H 2.0353 0.2315 4.1981
H 2.8047 -1.6514 5.6282
H 3.1749 -3.8885 4.6340
H 2.7539 -4.2481 2.2157
H 1.9783 -2.4164 0.8099
H 1.5223 3.6674 2.7388
H -0.1420 5.4751 3.0453
H -2.3995 5.2777 2.0425
H -2.9680 3.2676 0.6981
H -1.2677 1.5142 0.3304

2.
Below is a structure of composition C47H53GeN7O2SeW at a distorted geometry, with properties calculated with ωB97M-V with the def2-TZVPD basis set.

Its multiplicity is 3. The calculation puts the gap between HOMO and LUMO (spin up / spin down) at 0.20811 / 0.16687 Ha. The total charge is +4. The value obtained for the energy above the lowest of the compared OMol25 structures with the same formula, charge and spin is 0.0 kcal/mol. The total energy is -6900.75072 Ha. The LUMO energy (spin up / spin down) comes out at -0.420 / -0.461 hartree. As for the HOMO energy (spin up / spin down): -17.085 / -17.072 eV.

CARTESIAN COORDINATES (ANGSTROEM)
W -0.1861 1.1861 0.5059
C -0.9397 -1.7275 1.5849
C 0.1658 -1.7183 2.6110
C 1.4297 -0.9639 2.2957
C 2.5879 -1.4034 2.9316
C 3.8032 -0.7990 2.6965
C 3.8425 0.2673 1.8015
C 2.6724 0.6714 1.2178
N 1.4652 0.0899 1.4524
N -1.5503 -0.3933 1.2935
C -2.1212 0.1862 2.5494
C -2.6937 1.5243 2.2118
C -3.8689 2.0162 2.7483
C -4.3212 3.2638 2.3505
C -3.5878 3.9757 1.4066
C -2.4339 3.4192 0.9032
N -1.9769 2.2180 1.3093
C -2.6984 -0.6710 0.3650
C -2.7967 0.2660 -0.7882
C -3.9375 0.2520 -1.5733
C -4.0144 1.0743 -2.6813
C -2.9250 1.8869 -2.9771
C -1.8251 1.8453 -2.1565
N -1.7382 1.0541 -1.0616
H -0.6049 -2.1227 0.6291
H -1.7390 -2.3798 1.9473
H -0.2002 -1.3997 3.5911
H 0.4487 -2.7639 2.7504
H 2.5181 -2.2519 3.5999
H 4.7026 -1.1519 3.1847
H 4.7666 0.7731 1.5585
H 2.6801 1.4972 0.5214
H -2.8780 -0.4868 2.9579
H -1.3337 0.3042 3.2943
H -4.4193 1.4237 3.4672
H -5.2399 3.6705 2.7537
H -3.9178 4.9424 1.0521
H -1.8660 3.9310 0.1380
H -2.5701 -1.6678 -0.0600
H -3.6310 -0.6807 0.9305
H -4.7540 -0.4085 -1.3109
H -4.8999 1.0828 -3.3041
H -2.9284 2.5459 -3.8342
H -0.9881 2.4852 -2.3770
C 1.4180 3.6978 4.0926
O 1.1855 4.5096 2.8940
C 0.7418 3.7079 1.9784
N 0.5231 2.4643 2.2562
C 0.9663 2.2700 3.6907
C -0.0681 1.7163 4.6323
C -1.2453 2.4159 4.8898
C -2.1661 1.9188 5.7990
C -1.9124 0.7252 6.4685
C -0.7270 0.0402 6.2399
C 0.1946 0.5392 5.3267
C 0.7344 4.1597 0.5796
C 1.0562 5.4140 0.0955
C 1.3151 5.5389 -1.2694
C 1.3544 4.4042 -2.0790
C 1.0209 3.1926 -1.5012
N 0.6400 3.0969 -0.2256
C 1.2537 1.8428 -2.0399
N 1.1129 0.7949 -1.2831
C 1.6644 -0.3643 -2.1487
C 2.3280 0.3913 -3.3043
O 1.7561 1.7368 -3.2265
C 2.5774 -1.3664 -1.4748
C 2.0299 -2.2204 -0.5206
C 2.7665 -3.2510 0.0337
C 4.0830 -3.4530 -0.3669
C 4.6329 -2.6305 -1.3351
C 3.8844 -1.5994 -1.8947
H 0.8289 4.1236 4.8989
H 2.4766 3.7742 4.3251
H 1.8232 1.5949 3.6666
H -1.4413 3.3644 4.3964
H -3.0689 2.4758 6.0160
H -2.6215 0.3518 7.1954
H -0.5069 -0.8622 6.7952
H 1.1414 0.0290 5.1815
H 1.1474 6.2577 0.7675
H 1.5616 6.5078 -1.6855
H 1.6723 4.4562 -3.1123
H 0.7852 -0.9024 -2.5067
H 2.1048 -0.0226 -4.2831
H 3.3985 0.5342 -3.1902
H 0.9845 -2.1025 -0.2812
H 2.3131 -3.9264 0.7501
H 4.6626 -4.2661 0.0494
H 5.6448 -2.7982 -1.6788
H 4.3535 -1.0116 -2.6707
C 0.8662 -6.2934 -4.3711
Ge 0.0042 -4.5686 -4.6021
C -1.6359 -4.7309 -5.6376
C 1.2817 -3.2452 -5.2869
C -0.3680 -3.9797 -2.7232
Se -1.3502 -2.3347 -2.3495
C -1.5205 -1.3961 -4.0501
H 1.2477 -6.6446 -5.3298
H 0.1564 -7.0315 -3.9989
H 1.7035 -6.2314 -3.6759
H -1.4042 -5.2581 -6.5635
H -2.1009 -3.7839 -5.9068
H -2.3643 -5.3285 -5.0893
H 1.6132 -3.5172 -6.2890
H 2.1632 -3.2290 -4.6412
H 0.8589 -2.2404 -5.3434
H 0.6053 -3.8802 -2.2400
H -0.9292 -4.7591 -2.2085
H -1.3657 -2.0941 -4.8650
H -0.8048 -0.5772 -4.1354
H -2.5341 -1.0092 -4.1199

3.
Below is a structure of composition C47H54AsClFLuN2O7S4Si at a distorted geometry, with properties calculated with ωB97M-V with the def2-TZVPD basis set.

Its multiplicity is 1. The calculation puts the gap between HOMO and LUMO at 0.23348 Ha. The total charge is -2. The value obtained for the energy above the lowest of the compared OMol25 structures with the same formula, charge and spin is 0.0 kcal/mol. The total energy is -8373.75857 Ha. The LUMO energy comes out at 0.136 hartree. As for the HOMO energy: -2.662 eV.

CARTESIAN COORDINATES (ANGSTROEM)
Lu -13.8777 -13.3818 -17.1223
O -14.6982 -13.9000 -22.9759
C -15.0055 -12.7073 -22.4095
C -15.8337 -11.8240 -23.1360
C -16.2173 -10.6077 -22.5639
C -15.9084 -10.3213 -21.2470
C -15.0770 -11.1586 -20.5435
C -14.5829 -12.3409 -21.1092
C -13.6533 -13.1567 -20.2555
O -13.3829 -12.7630 -19.0705
N -13.1395 -14.2270 -20.8301
N -12.5040 -15.0455 -19.8848
C -11.9607 -16.0786 -20.3697
S -11.6598 -16.3777 -22.1522
C -10.9430 -18.0050 -21.8865
C -10.2940 -18.0784 -20.5112
S -11.4924 -17.3935 -19.3150
H -14.0892 -14.3722 -22.4037
H -16.1666 -12.1267 -24.1215
H -16.8381 -9.9166 -23.1376
H -16.2361 -9.3786 -20.7935
H -14.7829 -10.9140 -19.5420
H -10.2127 -18.1701 -22.6890
H -11.7064 -18.7730 -21.9942
H -9.3760 -17.4395 -20.5148
H -10.0381 -19.1049 -20.2408
Cl -13.3305 -14.6209 -14.7645
F -14.5453 -15.2000 -17.7528
O -6.9725 -7.6178 -18.3797
C -8.0080 -8.1165 -19.1235
O -8.0092 -7.9428 -20.3146
C -9.0318 -8.8927 -18.3773
C -9.9707 -9.6212 -19.0944
C -10.8811 -10.4533 -18.4315
C -10.8408 -10.6118 -17.0249
S -11.7358 -11.8089 -16.1584
C -9.9138 -9.8182 -16.3209
C -9.0419 -8.9701 -16.9836
H -7.1136 -7.9239 -17.4807
H -9.9646 -9.4779 -20.1886
H -11.5949 -10.9842 -19.0353
H -9.9017 -9.9576 -15.2526
H -8.2983 -8.4849 -16.3702
C -19.0923 -8.7840 -14.3390
C -18.8261 -10.2246 -14.7787
C -19.0968 -10.4196 -16.2620
C -19.7116 -11.1983 -13.9972
O -17.5311 -10.5649 -14.3414
Si -16.0809 -10.5057 -15.1738
S -16.0256 -11.9958 -16.6379
O -14.8463 -10.5701 -14.0739
C -14.7580 -11.2718 -12.7899
C -15.2926 -10.2844 -11.7530
C -15.5849 -12.5324 -12.8258
C -13.2755 -11.5700 -12.5989
O -16.1544 -8.9995 -15.8700
C -15.1262 -8.0650 -16.1976
C -13.9024 -8.7991 -16.7241
C -14.8126 -7.2185 -14.9587
C -15.7629 -7.1841 -17.2789
H -20.1301 -8.5491 -14.6098
H -18.4060 -8.0952 -14.8428
H -18.9871 -8.6769 -13.2333
H -20.1437 -10.2013 -16.4801
H -18.9328 -11.4836 -16.5145
H -18.4608 -9.8500 -16.9188
H -20.7806 -11.0313 -14.2333
H -19.5568 -11.0492 -12.9363
H -19.4228 -12.2533 -14.2156
H -16.2608 -9.9221 -12.0806
H -14.6400 -9.4107 -11.6468
H -15.4210 -10.7741 -10.7912
H -16.6335 -12.3652 -12.8460
H -15.3388 -13.1418 -11.9750
H -15.3667 -13.1374 -13.7127
H -12.7393 -10.6498 -12.7787
H -12.9301 -12.2966 -13.3476
H -13.0946 -12.0178 -11.6044
H -13.4907 -9.4547 -15.9388
H -13.1621 -8.0353 -16.9920
H -14.1745 -9.3819 -17.6098
H -14.6411 -7.8681 -14.1220
H -15.6615 -6.5803 -14.7216
H -13.9262 -6.6366 -15.1718
H -15.9010 -7.7823 -18.1795
H -15.1017 -6.3349 -17.4774
H -16.7169 -6.7804 -17.0244
C -8.5116 -19.0711 -16.2164
C -7.8331 -18.1396 -16.9656
C -8.3306 -16.8567 -17.1243
C -9.4829 -16.4362 -16.4932
C -10.1797 -17.3796 -15.7421
C -9.6874 -18.6776 -15.5929
As -10.3653 -14.6118 -16.5841
C -9.1743 -13.7614 -17.8159
C -9.2856 -13.7176 -19.1976
C -8.3821 -12.9249 -19.9188
C -7.4464 -12.1062 -19.2657
C -7.3944 -12.1010 -17.8716
C -8.2070 -12.9571 -17.1438
C -8.3033 -13.0497 -15.6624
C -7.5428 -12.2816 -14.7899
C -7.7974 -12.3080 -13.4289
C -8.7805 -13.1423 -12.9288
C -9.5910 -13.8926 -13.8047
C -9.3234 -13.8591 -15.1704
H -8.1329 -20.0873 -16.0960
H -6.9006 -18.4045 -17.4592
H -7.7588 -16.1643 -17.7151
H -11.1303 -17.1614 -15.2554
H -10.2209 -19.3879 -14.9575
H -10.0165 -14.2975 -19.6914
H -8.3926 -12.9124 -21.0092
H -6.8164 -11.4211 -19.8312
H -6.6801 -11.4336 -17.4011
H -6.7513 -11.6418 -15.1171
H -7.1758 -11.7121 -12.7258
H -8.9035 -13.2313 -11.8724
H -10.4494 -14.4296 -13.4276

4.
Below is a cluster of 5 separate species, C47H54BrNO18 in total at a distorted geometry, with properties calculated with ωB97M-V with the def2-TZVPD basis set.

Its multiplicity is 1. The calculation puts the gap between HOMO and LUMO at 0.26893 Ha. The total charge is 0. The total energy is -5806.41463 Ha. The LUMO energy comes out at -0.018 hartree. Its SMILES is C=Cc1c(Br)cc(COC)c2c1C(=O)c1c(cc(CCCC(=O)O)c(-c3cccnc3)c1CCOCC)C2=O.C[C@@H]1COC(=O)O1.C[C@@H]1COC(=O)O1.C[C@@H]1COC(=O)O1.C[C@@H]1COC(=O)O1. As for the HOMO energy: -7.797 eV.

CARTESIAN COORDINATES (ANGSTROEM)
C -0.9069 -3.4413 -2.1696
C 0.2499 -2.8428 -2.6101
C 0.3482 -1.4577 -3.0992
C -0.5364 -0.8534 -4.0031
Br -1.9856 -1.8070 -4.7646
C -0.4158 0.4656 -4.3824
C 0.5815 1.2891 -3.8792
C 0.5910 2.7380 -4.3245
O 0.9110 3.6769 -3.3267
C -0.0127 3.6523 -2.2549
C 1.4781 0.7174 -2.9837
C 1.3672 -0.6248 -2.6064
C 2.3753 -1.1230 -1.6100
O 2.9150 -2.2008 -1.7074
C 2.6810 -0.1481 -0.5140
C 2.8004 1.1798 -0.9060
C 3.0681 2.1830 -0.0019
C 3.2125 1.8691 1.3474
C 3.4617 3.0278 2.2940
C 4.6878 2.9185 3.2014
C 4.9610 4.2480 3.9266
C 3.7866 4.6078 4.7974
O 3.5840 4.1178 5.8725
O 2.9175 5.5368 4.2591
C 3.0792 0.5335 1.7518
C 3.1866 0.2124 3.2059
C 4.3435 -0.3439 3.7468
C 4.3325 -0.6055 5.1084
C 3.2118 -0.2727 5.8542
N 2.0898 0.2621 5.3695
C 2.1145 0.4679 4.0514
C 2.8164 -0.4972 0.8343
C 2.6570 -1.9339 1.2764
C 1.4667 -2.1772 2.2112
O 1.1870 -3.5631 2.1226
C 0.2581 -3.9844 3.1115
C -1.1813 -3.5715 2.7590
C 2.5945 1.4950 -2.3534
O 3.2839 2.2862 -2.9489
H -1.0269 -3.7450 -1.1319
H -1.7392 -3.7018 -2.8114
H 1.1787 -3.3982 -2.5479
H -1.1264 0.8714 -5.0907
H -0.3914 2.9709 -4.7528
H 1.3403 2.8545 -5.1087
H -0.9781 4.0282 -2.5984
H 0.3577 4.3709 -1.5212
H -0.0865 2.6906 -1.7449
H 3.1537 3.2120 -0.3247
H 3.5842 3.9348 1.6998
H 2.5460 3.1632 2.8803
H 4.5529 2.1831 3.9901
H 5.5611 2.6343 2.6141
H 5.8372 4.1475 4.5659
H 5.1519 5.0627 3.2277
H 2.1375 5.0852 3.9166
H 5.1871 -0.5587 3.1043
H 5.1827 -1.0611 5.5964
H 3.2316 -0.4564 6.9234
H 1.2065 0.8721 3.6110
H 2.4695 -2.5751 0.4223
H 3.5741 -2.3159 1.7285
H 1.7318 -1.9162 3.2364
H 0.6013 -1.6128 1.8446
H 0.3184 -5.0711 3.1360
H 0.5623 -3.6111 4.0941
H -1.8382 -4.4376 2.7233
H -1.5695 -2.8445 3.4710
H -1.2012 -3.1220 1.7666
C -5.7110 5.9057 -1.2411
C -4.4181 5.3298 -1.7612
C -4.4433 4.8900 -3.2085
O -3.4482 3.8579 -3.2245
C -3.4090 3.3177 -1.9793
O -2.8488 2.3104 -1.6983
O -4.1003 4.0871 -1.1044
H -5.7109 5.9181 -0.1520
H -5.8506 6.9229 -1.6057
H -6.5621 5.3018 -1.5585
H -3.5921 6.0225 -1.5765
H -4.1873 5.6808 -3.9091
H -5.4008 4.4484 -3.4935
C -6.3709 -4.1372 -4.2842
C -4.9879 -4.6298 -3.9425
C -4.7860 -6.1167 -4.1104
O -3.7510 -6.3878 -3.1552
C -3.8648 -5.4620 -2.1671
O -3.2860 -5.5065 -1.1312
O -4.7104 -4.4734 -2.5330
H -6.5364 -3.1471 -3.8614
H -6.5027 -4.0845 -5.3627
H -7.1321 -4.7998 -3.8669
H -4.2366 -4.0624 -4.4863
H -4.4704 -6.4017 -5.1107
H -5.6714 -6.6930 -3.8318
C 3.1057 2.9970 8.3569
C 2.5406 2.8773 9.7491
C 2.6371 4.1277 10.5922
O 2.6776 3.5937 11.9223
C 3.2302 2.3563 11.8431
O 3.5982 1.7218 12.7766
O 3.3041 1.9519 10.5534
H 3.2713 2.0084 7.9303
H 2.4279 3.5464 7.7148
H 4.0667 3.5101 8.3665
H 1.5115 2.5085 9.7109
H 1.7901 4.7987 10.4747
H 3.5639 4.6783 10.4145
C -2.3867 -5.4903 -9.8571
C -2.6412 -4.5350 -8.7187
C -2.7053 -5.1686 -7.3483
O -3.5625 -4.2610 -6.6370
C -4.3864 -3.6890 -7.5582
O -5.3508 -3.0511 -7.2891
O -3.9566 -3.9521 -8.8104
H -2.6465 -5.0264 -10.8075
H -1.3379 -5.7835 -9.8822
H -2.9974 -6.3887 -9.7569
H -1.9159 -3.7175 -8.7385
H -1.7371 -5.2426 -6.8595
H -3.1810 -6.1524 -7.3612

- Number 3 is which compound?
  C47H54AsClFLuN2O7S4Si